# 1
Computed, not measured: the molecule C6H10, with ωB97M-V/def2-TZVPD.

Structure (XYZ):
```
16
Properties=species:S:1:pos:R:3:forces:R:3:lowdin_charge:R:1
C 2.4737 0.8989 -0.7911 0.43 -0.20 -2.95 -0.02
C 1.3120 0.2644 -0.6687 0.48 0.36 0.23 -0.18
C 0.3466 0.4877 0.4784 0.82 -2.32 1.96 -0.19
C -0.9453 -0.3399 0.3432 2.89 -2.65 3.30 -0.41
C -0.8505 -1.6242 0.8966 -0.16 2.14 -1.87 0.04
C -2.1430 0.2275 -0.2041 -3.16 0.02 -1.11 -0.11
H 2.8799 1.6473 -0.1777 0.03 0.80 1.34 0.03
H 3.0727 0.8852 -1.7649 -0.87 -0.69 1.40 0.08
H 1.0601 -0.4666 -1.4331 -0.24 0.11 0.10 0.10
H 0.1921 1.5248 0.6391 -0.36 1.05 -0.04 0.09
H 0.8447 0.1057 1.5000 -0.85 0.86 -2.22 0.15
H -1.7113 -2.3216 0.6337 1.45 0.59 0.97 0.07
H 0.1626 -1.8913 1.3805 -2.10 -0.07 -0.86 0.08
H -2.7731 0.9544 0.3770 1.32 -0.21 -0.01 0.10
H -2.8848 -0.5960 -0.2793 0.33 0.30 -0.45 0.08
H -2.0038 0.6708 -1.2012 0.00 -0.09 0.21 0.09
```
Positions in Å, forces in eV/Å.

Its molecular weight is 82.15 g mol⁻¹. The orbital gap comes out at 10.07 eV. The energy relative to the best compared isomer or geometry (same formula, charge and spin) is 2.0668 eV. The SMILES is C=CCC(=C)C.

---

# 2
Computed, not measured: a structure of composition C7H8N2O2S2, with ωB97M-V/def2-TZVPD.

Structure (XYZ):
```
21
Properties=species:S:1:pos:R:3:forces:R:3:lowdin_charge:R:1
C -2.6319 -0.9341 0.2625 0.75 0.71 -0.45 -0.02
C -1.8930 -2.1439 0.2786 -2.51 2.05 1.31 -0.06
C -1.9003 0.2811 0.1496 -2.39 0.83 -1.19 -0.05
C -0.5524 -2.0812 0.3266 1.73 0.31 -0.24 -0.04
C -0.5304 0.2758 0.0955 -0.72 -0.31 0.29 -0.37
C 0.1738 -0.8867 0.2015 -1.04 -0.86 -0.87 -0.27
C 2.0640 0.6048 -1.1310 -2.13 2.03 1.56 -0.19
N -0.3823 2.7885 -0.7880 0.05 -1.65 -0.10 -0.22
N 1.0932 2.2548 1.2796 0.26 -1.94 -0.19 -0.22
O 2.3746 -0.4043 1.2430 0.42 0.03 -0.73 -0.33
O 2.3383 -1.9763 -0.6964 -0.03 -0.13 -0.14 -0.29
S 0.4017 1.7385 0.0142 1.74 2.68 -1.36 0.78
S 1.8866 -0.7622 -0.0852 1.38 -0.69 1.11 0.59
H -3.7341 -0.9248 0.3088 0.77 0.03 -0.17 0.12
H -2.3994 -3.0676 0.4950 -0.09 -0.28 -0.35 0.11
H -2.3577 1.2769 -0.1805 0.22 -1.55 1.12 0.13
H -0.1163 -3.0216 0.4826 1.39 -0.91 -0.11 0.11
H 1.6103 0.5569 -2.1522 0.98 -0.01 0.95 0.09
H 2.8093 1.3486 -0.7299 -0.51 -1.12 -1.10 0.08
H 0.0974 3.6705 -0.9658 0.11 -0.36 0.47 0.03
H 1.6487 1.4062 1.5914 -0.38 1.15 0.18 0.01
```
Positions in Å, forces in eV/Å.

Its molecular weight is 216.29 g mol⁻¹. The orbital gap comes out at 8.71 eV. The energy relative to the best compared isomer or geometry (same formula, charge and spin) is 3.9146 eV.

---

# 3
Computed, not measured: a cluster of 10 separate species, C33H54Cl6F16O7 in total, with ωB97M-V/def2-TZVPD.

Structure (XYZ):
```
116
Properties=species:S:1:pos:R:3:forces:R:3:lowdin_charge:R:1
F -22.8790 15.9869 -26.5433 1.67 -1.01 1.13 0.04
C -21.9327 15.2625 -25.7693 -2.71 -0.12 0.38 -0.27
F -20.9023 14.9082 -26.5163 0.54 0.31 -0.82 0.12
C -21.5069 16.0666 -24.5363 -0.93 0.76 0.29 -0.37
F -22.4639 15.8586 -23.5394 0.75 0.60 -1.49 0.08
F -21.4973 17.4233 -24.8419 0.10 -1.26 0.57 0.09
C -20.1490 15.6745 -24.0056 1.38 2.07 1.13 -0.06
O -19.7224 14.3546 -24.2069 -0.14 0.08 -0.67 0.04
C -20.0367 13.4995 -23.2389 -0.72 -0.76 0.92 -0.55
F -19.1650 13.6087 -22.1874 -0.41 -0.11 -0.33 0.10
F -21.2891 13.7436 -22.7396 0.86 -0.47 -0.16 0.14
C -19.9467 12.0758 -23.8162 -0.71 -1.11 0.21 -0.17
F -20.2663 11.1609 -22.7938 0.31 1.38 -1.85 0.06
F -20.8503 11.9495 -24.8867 1.17 0.08 1.82 0.06
H -22.4437 14.3547 -25.3784 0.19 0.45 -0.51 0.18
H -20.0784 15.9955 -22.9511 -0.56 -0.56 -0.06 0.14
H -19.3799 16.3340 -24.4155 -0.22 -0.27 -0.75 0.15
H -18.9254 11.8732 -24.1864 -0.56 -0.07 0.16 0.17
F -16.2945 19.6765 -28.1427 0.36 0.67 -0.19 0.11
C -17.0747 18.7622 -27.5832 -1.12 -0.69 1.63 -0.31
F -18.1887 19.3718 -27.0055 1.29 -0.55 -0.71 0.07
C -17.5068 17.7453 -28.6150 -1.96 2.02 -1.50 -0.42
F -18.3496 18.4173 -29.5582 0.89 -0.86 1.21 0.07
F -18.2557 16.8147 -28.0223 -0.04 -0.32 0.17 0.15
C -16.3684 17.1880 -29.3796 1.65 0.34 0.87 -0.08
O -16.8247 16.1095 -30.1192 -0.34 0.02 -0.61 0.07
C -16.2742 14.9390 -29.8096 0.59 -0.82 -0.29 -0.55
F -14.9669 14.8834 -30.2242 -0.65 -0.13 0.46 0.14
F -16.2767 14.7177 -28.4572 0.22 -0.10 -0.42 0.12
C -17.1568 13.8894 -30.4798 -0.10 -1.18 0.32 -0.23
F -17.1831 14.1054 -31.8249 0.15 -0.50 0.99 0.10
F -16.6808 12.6074 -30.1821 -0.44 1.62 -0.70 0.06
H -16.5356 18.1966 -26.7929 -0.14 0.61 -0.12 0.17
H -15.5696 16.9002 -28.6717 -0.32 -0.04 -0.19 0.16
H -15.9130 17.9482 -30.0051 -0.28 0.13 -0.28 0.16
H -18.1658 13.9929 -30.0379 0.35 -0.21 -0.47 0.18
C -17.0070 24.5414 -28.1509 -0.29 0.40 -0.17 -0.16
C -16.6817 23.0305 -28.1119 0.07 0.54 0.86 -0.15
C -15.9100 22.8984 -26.7825 1.02 0.56 -0.27 -0.21
O -16.2786 23.9935 -25.9541 -0.54 -0.53 0.19 -0.14
C -16.4987 25.0938 -26.8009 0.88 0.26 -0.85 -0.22
H -18.0683 24.7539 -28.3042 -0.02 -0.33 0.26 0.10
H -16.5334 25.0516 -28.9929 0.24 -0.09 0.15 0.10
H -15.9925 22.7569 -28.9043 -0.39 -0.29 -0.30 0.10
H -17.6107 22.4672 -28.1065 0.17 -0.31 -0.20 0.10
H -14.8279 23.0055 -27.0209 -0.30 -0.08 0.10 0.12
H -15.9987 21.9796 -26.2109 -0.40 -0.11 -0.05 0.10
H -15.5304 25.5975 -26.9938 -0.22 -0.04 0.18 0.12
H -17.1533 25.8101 -26.3191 -0.21 -0.05 0.12 0.12
C -16.2721 19.9393 -23.5917 0.96 -0.19 -0.45 -0.15
C -15.0657 19.7142 -22.6695 -0.78 -0.53 0.82 -0.15
C -14.8621 18.1772 -22.8383 1.19 1.52 0.16 -0.23
O -16.1499 17.6319 -22.9914 -0.35 0.08 -0.44 -0.16
C -17.0917 18.6644 -23.3316 -0.09 0.85 0.09 -0.17
H -15.8503 19.9519 -24.6186 -0.44 -0.19 0.25 0.10
H -16.7650 20.9073 -23.4709 -0.23 -0.35 0.26 0.12
H -15.3486 19.8918 -21.6147 -0.01 0.02 -0.35 0.12
H -14.2277 20.3795 -22.8655 0.18 -0.33 -0.30 0.08
H -14.3476 17.7481 -21.9751 -0.27 -0.16 0.09 0.10
H -14.1770 18.0026 -23.6869 -0.55 -0.19 -0.14 0.07
H -17.7795 18.8171 -22.4851 0.17 -0.09 -0.09 0.11
H -17.7006 18.4002 -24.1980 0.15 -0.32 -0.04 0.10
C -9.7135 17.4936 -22.8179 0.66 0.17 -0.03 -0.21
C -10.5915 16.2670 -22.7625 -0.83 0.23 1.19 -0.15
C -11.1177 16.3667 -21.2928 0.47 0.11 -0.21 -0.19
O -10.0329 16.9189 -20.5240 0.33 -0.04 -0.43 -0.14
C -9.0621 17.4621 -21.4175 0.44 0.63 -0.88 -0.20
H -10.2903 18.4113 -22.9880 -0.08 -0.16 0.43 0.07
H -8.9812 17.5107 -23.6334 0.04 -0.31 0.27 0.09
H -10.0255 15.3351 -22.8126 0.04 0.08 -0.33 0.12
H -11.4066 16.2782 -23.4856 0.02 -0.22 -0.03 0.07
H -11.3726 15.3843 -20.8907 -0.03 0.10 0.08 0.10
H -11.9572 17.0538 -21.1329 -0.19 -0.21 -0.46 0.10
H -8.1323 16.8646 -21.4377 -0.44 -0.17 0.11 0.12
H -8.7346 18.4783 -21.1525 -0.43 -0.22 0.40 0.11
C -12.0570 22.5479 -22.2799 -0.03 -0.94 -0.91 -0.14
C -11.2187 22.7486 -23.5588 1.06 -0.78 -0.20 -0.15
C -9.9200 21.9335 -23.2558 -0.25 0.81 0.56 -0.19
O -10.3002 20.8358 -22.4104 -0.93 0.38 -0.47 -0.17
C -11.5429 21.1673 -21.7426 0.44 0.60 1.27 -0.17
H -13.1159 22.4544 -22.5417 0.10 0.19 0.14 0.09
H -11.9539 23.3832 -21.5942 0.20 -0.17 0.24 0.11
H -10.9251 23.7661 -23.8264 -0.31 0.07 0.33 0.11
H -11.7002 22.3326 -24.4546 -0.08 -0.05 0.32 0.10
H -9.1945 22.5752 -22.7107 -0.37 -0.23 -0.09 0.12
H -9.3922 21.5919 -24.1490 -0.29 -0.34 0.07 0.11
H -11.3479 21.2185 -20.6470 0.11 0.19 -0.59 0.12
H -12.2810 20.3483 -21.7923 0.35 0.20 -0.69 0.09
C -19.4542 16.9913 -19.5376 0.64 -0.07 -0.58 -0.17
C -19.9644 18.4120 -19.8464 -0.08 -0.91 -0.70 -0.15
C -20.9109 18.1279 -21.0360 0.11 -0.10 0.36 -0.18
O -21.3696 16.7607 -20.9075 0.07 1.10 -0.58 -0.16
C -20.6631 16.1183 -19.8733 -0.11 -0.09 0.97 -0.21
H -19.0695 16.8564 -18.5286 -0.24 0.02 0.13 0.11
H -18.6055 16.7256 -20.1926 -0.35 0.16 0.03 0.08
H -19.1899 19.0899 -20.2085 0.06 0.06 0.47 0.10
H -20.4836 18.8060 -18.9739 -0.05 0.22 -0.15 0.11
H -20.3619 18.2228 -21.9922 -0.22 0.02 0.27 0.10
H -21.7471 18.8364 -21.0369 -0.06 -0.38 -0.17 0.12
H -20.4358 15.1017 -20.1886 0.26 -0.02 -0.06 0.11
H -21.3214 16.0342 -18.9953 0.07 0.02 -0.03 0.12
Cl -16.8930 14.3491 -20.0148 -0.21 -0.25 -0.07 0.55
C -15.9868 15.2115 -21.2734 -0.47 0.46 0.85 -1.06
Cl -14.3721 14.6034 -21.3983 0.82 -0.35 -0.30 0.57
H -16.4989 15.1823 -22.2186 -0.11 -0.23 -0.22 -0.01
H -15.9271 16.2246 -20.9110 0.00 0.26 -0.17 0.01
Cl -16.0192 13.5473 -24.6738 -0.28 -0.08 0.01 0.56
C -14.5024 13.9482 -25.4603 0.14 0.55 0.48 -0.96
Cl -13.9555 15.5824 -24.9802 -0.13 -0.11 -0.20 0.56
H -13.7447 13.2714 -25.1097 0.16 -0.29 -0.06 0.03
H -14.6344 13.9449 -26.5260 -0.03 -0.09 -0.30 0.01
Cl -10.3387 18.6308 -26.0203 0.09 -0.11 -0.31 0.57
C -12.0218 18.6991 -25.4988 0.52 -0.26 0.96 -1.08
Cl -13.0657 19.4566 -26.6655 -0.43 0.29 -0.23 0.55
H -12.3837 17.7019 -25.2842 0.09 -0.18 -0.31 -0.05
H -11.9903 19.2350 -24.5543 -0.30 0.36 -0.13 0.01
```
Positions in Å, forces in eV/Å.

Its molecular weight is 1079.47 g mol⁻¹. The orbital gap comes out at 9.64 eV. The energy relative to the best compared isomer or geometry (same formula, charge and spin) is 0.0000 eV. The SMILES is FC(F)C(F)(F)COC(F)(F)C(F)F.FC(F)C(F)(F)COC(F)(F)C(F)F.C1CCOC1.C1CCOC1.C1CCOC1.C1CCOC1.C1CCOC1.ClCCl.ClCCl.ClCCl.